Version i
This record from the OMol25 dataset describes the molecule C5H9P. The level of theory is ωB97M-V/def2-TZVPD.

```
! RIJCOSX wB97M-V def2-TZVPD def2/J DEFGRID3
* xyz 0 1
P 0.27815 1.16364 0.23920
C 1.62718 0.00816 -0.00666
C -1.08365 -0.01248 0.69887
C -2.46055 0.20644 0.06001
C 1.07945 0.43495 -1.29322
C 2.67488 -0.53849 0.57614
H -3.29845 0.73438 0.59130
H -0.90224 -1.09857 0.65836
H -2.23482 0.75891 -0.94339
H -1.11769 0.02565 1.73690
H 0.61125 -0.39614 -1.82275
H 3.48309 -0.97793 0.09276
H 2.80474 -0.63800 1.60949
H 1.51420 1.08765 -1.99790
H -2.97553 -0.75819 -0.19910
*
```

Structure (SMILES): C=C1CP1CC
HOMO-LUMO gap: 10.175 eV

Atom charges from the natural (NBO) analysis, given in e for atoms 1 to 4:
1. P 0.704
2. C -0.258
3. C -0.723
4. C -0.625

Version ii
This record from the OMol25 dataset describes the molecule C5H9P. The level of theory is ωB97M-V/def2-TZVPD.

```
! RIJCOSX wB97M-V def2-TZVPD def2/J DEFGRID3
* xyz 0 1
P -1.71929 -0.63252 0.07523
C 1.83043 -0.94964 0.39629
C -0.21022 -0.21995 -1.00909
C 1.42412 1.39503 -0.28413
C -2.44337 0.88326 0.30320
C 0.98487 0.18006 -0.14298
H -0.95378 -0.96567 1.23867
H -0.65626 0.70950 -1.46822
H 1.72650 2.38117 -0.20450
H 1.28143 -1.52215 1.10050
H 2.72053 -0.63651 0.91091
H 0.03748 -1.05556 -1.59875
H -3.29341 1.12562 -0.23593
H 2.12488 -1.65917 -0.38758
H -2.85392 0.96654 1.30639
*
```

HOMO-LUMO gap (alpha / beta): 7.221 / 8.263 eV

Atom charges from the natural (NBO) analysis, given in e for atoms 1 to 4:
1. P 0.641
2. C -0.637
3. C -0.677
4. C -0.127

Q: Which of them is the most stable? A: version i.

Version i
This record from the OMol25 dataset describes a cluster of 2 separate species, C3H6O in total. The level of theory is ωB97M-V/def2-TZVPD.

```
! RIJCOSX wB97M-V def2-TZVPD def2/J DEFGRID3
* xyz 0 1
O -0.82600 -2.00226 -3.97592
C -0.00895 -0.14836 1.41130
C 1.17104 2.21193 2.18705
C 0.64036 1.11160 1.92657
H -1.10417 -0.03250 1.47193
H -1.41824 -1.51304 -3.36096
H 0.30733 -0.89777 2.15626
H 1.61661 3.15018 2.47185
H -0.62831 -1.35919 -4.69399
H 0.25033 -0.52057 0.40590
*
```

Structure (SMILES): C#CC.O
HOMO-LUMO gap: 10.555 eV

Atom charges from the natural (NBO) analysis, given in e for atoms 1 to 4:
1. O -0.940
2. C -0.687
3. C -0.273
4. C -0.002

Version ii
This record from the OMol25 dataset describes the molecule C3H6O. The level of theory is ωB97M-V/def2-TZVPD.

```
! RIJCOSX wB97M-V def2-TZVPD def2/J DEFGRID3
* xyz 0 1
O 0.03392 1.91924 0.00241
C 0.08125 0.67644 -0.05996
C -1.27748 -0.10943 -0.00698
C 1.33853 -0.13964 0.01563
H -2.12773 0.38564 -0.60051
H 2.31128 0.38504 -0.06112
H 1.28218 -0.82465 0.86558
H -1.26553 -1.23979 -0.45008
H 1.20597 -0.84390 -0.89893
H -1.58240 -0.20894 1.19396
*
```

Structure (SMILES): CC(C)=O
HOMO-LUMO gap: 10.604 eV

Atom charges from the natural (NBO) analysis, given in e for atoms 1 to 4:
1. O -0.543
2. C 0.570
3. C -0.737
4. C -0.717

Version iii
This record from the OMol25 dataset describes the molecule C3H6O. The level of theory is ωB97M-V/def2-TZVPD.

```
! RIJCOSX wB97M-V def2-TZVPD def2/J DEFGRID3
* xyz 0 1
O -0.79523 -0.97316 -1.38345
C -0.02903 -0.25805 -0.67487
C 1.13370 -0.66236 0.04633
C -0.84156 0.57341 0.50555
H -0.24897 1.32665 1.02831
H 1.72533 0.08200 0.57213
H -1.64985 1.03415 -0.06005
H 1.46261 -1.70082 0.08972
H -1.24970 -0.15987 1.20009
H 0.38728 0.70271 -1.14549
*
```

HOMO-LUMO gap (alpha / beta): 8.807 / 7.078 eV

Atom charges from the natural (NBO) analysis, given in e for atoms 1 to 4:
1. O -0.577
2. C 0.017
3. C -0.184
4. C -0.545

Version iv
This record from the OMol25 dataset describes the molecule C3H6O. The level of theory is ωB97M-V/def2-TZVPD.

```
! RIJCOSX wB97M-V def2-TZVPD def2/J DEFGRID3
* xyz 0 1
O 1.10188 1.05178 -0.22461
C 0.17474 0.17041 0.43831
C -1.24910 0.16453 -0.17895
C 1.31828 -0.38466 -0.15135
H -1.95469 0.92981 0.35041
H 2.07850 -0.67526 0.58710
H -1.67376 -0.84391 -0.00947
H 1.15969 -0.95352 -1.10602
H -1.17908 0.28185 -1.25040
H 0.22353 0.25898 1.54499
*
```

Structure (SMILES): C[C@H]1CO1
HOMO-LUMO gap: 11.421 eV

Atom charges from the natural (NBO) analysis, given in e for atoms 1 to 4:
1. O -0.497
2. C 0.051
3. C -0.634
4. C -0.130

Q: Which of them is the most stable? A: version ii.

Version i
This record from the OMol25 dataset describes a cluster of 2 separate species, C3H6O in total. The level of theory is ωB97M-V/def2-TZVPD.

```
! RIJCOSX wB97M-V def2-TZVPD def2/J DEFGRID3
* xyz 0 1
O -1.76663 0.77418 0.15902
C 0.09601 -0.22870 1.49592
C -0.83847 0.49397 -0.93477
C -0.56691 0.21981 0.44790
H 2.12834 -0.42058 -1.09436
H 1.78847 -1.06162 -0.92656
H -0.35476 -0.19415 2.48143
H -1.14933 -0.31927 -1.58942
H 1.09324 -0.63915 1.38773
H -0.42997 1.37551 -1.42688
*
```

Structure (SMILES): C=C1CO1.[H][H]
HOMO-LUMO gap: 10.521 eV

Atom charges from the natural (NBO) analysis, given in e for atoms 1 to 4:
1. O -0.461
2. C -0.527
3. C -0.136
4. C 0.292

Version ii
This record from the OMol25 dataset describes a structure of composition C3H6O. The level of theory is ωB97M-V/def2-TZVPD.

```
! RIJCOSX wB97M-V def2-TZVPD def2/J DEFGRID3
* xyz 0 1
O -1.39453 -0.80323 -0.15230
C -0.78208 0.43059 -0.12271
C 1.39255 -0.68130 -0.11938
C 0.70692 0.43512 -0.13474
H -1.26869 1.10985 -0.99709
H -1.03247 1.01708 0.87419
H 2.54127 -0.65234 0.30335
H 1.20476 1.46363 0.00866
H -2.37182 -0.60848 0.56234
H 1.00407 -1.71091 -0.22232
*
```

HOMO-LUMO gap: 9.786 eV

Atom charges from the natural (NBO) analysis, given in e for atoms 1 to 4:
1. O -0.692
2. C -0.087
3. C -0.400
4. C -0.238

Q: Which of them is the most stable? A: version ii.

Version i
This record from the OMol25 dataset describes the molecule C10H18N2O5. The level of theory is ωB97M-V/def2-TZVPD.

```
! RIJCOSX wB97M-V def2-TZVPD def2/J DEFGRID3
* xyz 0 1
O 2.13888 -0.78708 2.51543
O -3.79021 2.07815 1.43505
O -1.21117 -2.54929 0.00898
O 0.57563 -2.35585 2.23780
O -1.65115 1.77073 0.73807
N -3.35222 -1.44968 -1.45937
N -0.12530 -0.58799 -0.00709
C -2.51240 -0.57302 -0.59456
C -1.26614 -1.34684 -0.09560
C 1.29184 -1.34014 1.81677
C 2.24922 -0.09274 -0.27665
C 1.18811 -1.06243 0.32452
C -2.80358 1.36599 0.91909
C 2.43639 -0.30626 -1.74250
C 1.91044 1.35323 0.09214
C -3.30962 -0.06883 0.58009
C 3.04859 2.31307 -0.18775
H 0.00209 -2.69627 1.48056
H -3.20514 -0.74538 1.46102
H 4.01238 1.79244 -0.26394
H -4.35108 0.06507 0.21358
H 1.68306 1.46445 1.16279
H 2.86822 0.63876 -2.11697
H 3.16430 3.08883 0.52588
H 1.34949 -2.03322 -0.13221
H -2.93180 -1.61349 -2.34144
H -3.33756 -2.41512 -1.04323
H -0.32407 0.35546 0.10188
H 1.08195 1.67785 -0.52737
H 3.13370 -1.12338 -1.90088
H 1.48829 -0.47071 -2.23386
H -3.47042 3.01060 1.50611
H 2.98963 2.83400 -1.15900
H 3.19243 -0.46283 0.20796
H -2.16280 0.27193 -1.24530
*
```

Structure (SMILES): CC[C@H](C)[C@H](NC(=O)[C@@H](N)CC(=O)O)C(=O)O
HOMO-LUMO gap: 9.982 eV

Atom charges from the natural (NBO) analysis, given in e for atoms 1 to 4:
1. O -0.589
2. O -0.654
3. O -0.664
4. O -0.670

Version ii
This record from the OMol25 dataset describes the molecule C10H18N2O5. The level of theory is ωB97M-V/def2-TZVPD.

```
! RIJCOSX wB97M-V def2-TZVPD def2/J DEFGRID3
* xyz 0 1
O -0.36312 -3.06726 1.39304
O -0.50798 -1.95603 -3.14691
O 0.17136 -1.05807 2.06472
O 0.75866 1.76096 -1.45703
O -1.36421 -3.71974 -1.90092
N -1.72239 0.45786 0.78340
N 0.72702 -0.26766 -0.54133
C 1.90842 3.31598 0.58328
C -0.54224 -2.86642 -2.10070
C 0.22642 1.03795 -0.62556
C -0.71468 1.58077 0.35909
C 0.06763 -1.98734 1.09862
C 0.72796 -2.64099 -1.23105
C -0.03254 1.98405 1.57743
C -0.19463 4.48012 1.48557
C 0.17505 -1.50960 -0.24625
C 0.81757 3.35343 1.58490
H -0.62383 2.09818 2.40909
H -0.07345 -1.48994 2.92514
H -0.50642 4.68390 0.50093
H -0.79647 -1.62100 -0.49631
H 2.38434 2.35950 0.34651
H -2.79863 0.53896 0.82802
H 2.57437 4.10896 1.02866
H 1.28371 3.42207 2.57639
H -1.18231 2.38724 -0.11352
H -1.17778 -2.14666 -3.77189
H -1.10849 4.40208 2.11413
H 0.70077 1.34836 1.89508
H 1.63205 3.54023 -0.40924
H 0.29776 5.45433 1.67893
H 0.69692 -3.59191 -0.72216
H -1.54690 -0.30967 0.16589
H 1.44521 -0.28438 -1.25072
H 1.57526 -2.39823 -1.93452
*
```

Structure (SMILES): CC(C)C[C@H](N)C(=O)N[C@@H](CC(=O)O)C(=O)O
HOMO-LUMO gap: 9.875 eV

Atom charges from the natural (NBO) analysis, given in e for atoms 1 to 4:
1. O -0.594
2. O -0.704
3. O -0.665
4. O -0.598

Q: Which of them is the most stable? A: version i.

Version i
This record from the OMol25 dataset describes the molecule C3H3FO2. The level of theory is ωB97M-V/def2-TZVPD.

```
! RIJCOSX wB97M-V def2-TZVPD def2/J DEFGRID3
* xyz 0 1
F -2.39134 -0.69463 -0.00266
O 0.34014 -0.76583 -0.00703
O 2.32443 0.32567 -0.00453
C 1.68456 -0.68703 -0.00078
C -1.68071 0.43080 -0.00184
C -0.35443 0.44070 -0.00697
H 2.10845 -1.70978 0.01128
H -2.25102 1.33644 -0.00054
H 0.21992 1.32367 0.01305
*
```

Structure (SMILES): O=CO/C=C\F
HOMO-LUMO gap: 10.733 eV

Atom charges from the natural (NBO) analysis, given in e for atoms 1 to 4:
1. F -0.315
2. O -0.489
3. O -0.567
4. C 0.649

Version ii
This record from the OMol25 dataset describes the molecule C3H3FO2. The level of theory is ωB97M-V/def2-TZVPD.

```
! RIJCOSX wB97M-V def2-TZVPD def2/J DEFGRID3
* xyz 0 1
F 1.60847 0.77241 -0.30183
O -2.27762 -0.29728 -0.24115
O -0.99910 1.54019 0.04116
C -1.20429 0.26077 -0.11687
C 1.24984 -0.44330 0.00067
C -0.07209 -0.69842 -0.03405
H 2.03309 -1.10705 0.24391
H -0.01513 1.74393 0.28811
H -0.32316 -1.77124 0.12005
*
```

Structure (SMILES): O=C(O)/C=C\F
HOMO-LUMO gap: 10.851 eV

Atom charges from the natural (NBO) analysis, given in e for atoms 1 to 4:
1. F -0.330
2. O -0.560
3. O -0.651
4. C 0.745

Version iii
This record from the OMol25 dataset describes the molecule C3H3FO2. The level of theory is ωB97M-V/def2-TZVPD.

```
! RIJCOSX wB97M-V def2-TZVPD def2/J DEFGRID3
* xyz 0 1
F 2.20871 -0.79249 -0.04196
O -2.38937 0.27470 -0.03300
O -0.36581 -0.67969 -0.11611
C 0.35049 0.51739 -0.07736
C -1.66744 -0.70481 0.03416
C 1.67411 0.46813 0.06266
H -2.01760 -1.73149 0.21120
H -0.26231 1.42325 -0.09442
H 2.46925 1.22502 0.05482
*
```

Structure (SMILES): O=CO/C=C\F
HOMO-LUMO gap: 10.902 eV

Atom charges from the natural (NBO) analysis, given in e for atoms 1 to 4:
1. F -0.340
2. O -0.581
3. O -0.484
4. C 0.014

Q: Which of them is the most stable? A: version ii.

Version i
This record from the OMol25 dataset describes a cluster of 2 separate species, CH3N2OS in total. The level of theory is ωB97M-V/def2-TZVPD.

```
! RIJCOSX wB97M-V def2-TZVPD def2/J DEFGRID3
* xyz 1 1
S -1.72012 -0.65225 0.19941
O -1.21823 0.91506 0.17053
N -0.22263 -1.11407 -0.26877
N 0.12468 1.11239 -0.01424
C 0.64950 -0.05620 -0.33496
H -0.14117 -2.04465 -0.53824
H 0.90245 2.11292 1.39863
H 1.62553 -0.27319 -0.61236
*
```

HOMO-LUMO gap (alpha / beta): 8.806 / 6.336 eV

Atom charges from the natural (NBO) analysis, given in e for atoms 1 to 4:
1. S 1.034
2. O -0.410
3. N -0.669
4. N -0.057

Version ii
This record from the OMol25 dataset describes the ion CH3N2OS with charge +1. The level of theory is ωB97M-V/def2-TZVPD.

```
! RIJCOSX wB97M-V def2-TZVPD def2/J DEFGRID3
* xyz 1 1
S 1.70051 -0.89096 0.37831
O 1.52176 0.42988 -0.65656
N 0.37494 1.30717 -0.22027
N -1.41746 -1.67244 0.39158
C -0.35650 -1.19410 0.22041
H -2.28052 -1.65959 0.96251
H -0.12476 1.32841 -1.12666
H 0.58203 2.35163 0.05069
*
```

HOMO-LUMO gap: 8.378 eV

Atom charges from the natural (NBO) analysis, given in e for atoms 1 to 4:
1. S 0.797
2. O -0.499
3. N -0.531
4. N -0.522

Q: Which of them is the most stable? A: version ii.